Computed, not measured: the molecule C4H3N3O in a non-equilibrium geometry, with the ωB97M-V functional and the def2-TZVPD basis.

Summary:
ΔE to the lowest compared entry with this formula, charge and spin ... 81.5 kcal per mole
Kohn-Sham gap ... 8.032 eV
SMILES string ... O=c1ncccnn1
Strongest force on any atom ... 5.27 eV Å⁻¹
HOMO ... -9.53 eV
E_LUMO ... -0.0549 hartree
Total charge ... 0

Last column: natural (NBO) charge in e.
Cartesian coordinates (Å):
1 C 1.602 -0.389 0.000  0.680
2 C 0.192 1.269 -0.344  0.107
3 C -0.897 0.606 0.469  -0.291
4 C -1.279 -0.769 0.206  -0.029
5 H 0.085 2.287 -0.605  0.209
6 H -1.817 0.957 0.895  0.242
7 H -2.375 -1.155 0.239  0.240
8 N 1.345 0.854 -0.591  -0.389
9 N -0.323 -1.694 -0.369  -0.131
10 N 0.882 -1.408 -0.551  -0.144
11 O 2.585 -0.559 0.651  -0.493

---

Computed, not measured: the molecule C4H3N3O3S in a non-equilibrium geometry, with the ωB97M-V functional and the def2-TZVPD basis.

Summary:
ΔE to the lowest compared entry with this formula, charge and spin ... 0.0 kcal per mole
Kohn-Sham gap ... 8.522 eV
SMILES string ... O=C(O)c1cnc(SO)nn1
Strongest force on any atom ... 2.19 eV Å⁻¹
HOMO ... -9.25 eV
E_LUMO ... -0.0269 hartree
Total charge ... 0

Last column: natural (NBO) charge in e.
Cartesian coordinates (Å):
1 O 2.447 -0.023 -1.778  -0.581
2 N 0.404 0.291 2.364  -0.254
3 N -0.821 1.035 0.498  -0.482
4 N 1.425 -0.039 1.607  -0.097
5 O -3.028 2.133 1.678  -0.832
6 O 3.642 -0.727 0.039  -0.648
7 S -1.952 1.555 2.829  0.652
8 C 2.546 -0.198 -0.563  0.762
9 C -0.673 0.892 1.834  0.168
10 C 0.208 0.571 -0.241  0.122
11 C 1.386 0.111 0.310  -0.059
12 H -2.611 2.057 0.802  0.512
13 H 4.311 -0.873 -0.642  0.504
14 H 0.124 0.623 -1.330  0.233

---

Computed, not measured: the molecule C4H3N3OS in a non-equilibrium geometry, with the ωB97M-V functional and the def2-TZVPD basis.

Summary:
ΔE to the lowest compared entry with this formula, charge and spin ... 36.5 kcal per mole
Kohn-Sham gap ... 9.208 eV
SMILES string ... O=C1NN=C[C@@H]1N=C=S
Strongest force on any atom ... 2.70 eV Å⁻¹
HOMO ... -9.49 eV
E_LUMO ... -0.0103 hartree
Total charge ... 0

Last column: natural (NBO) charge in e.
Cartesian coordinates (Å):
1 C -1.573 -0.119 1.385  0.238
2 C 0.823 -0.082 0.640  -0.194
3 C 0.690 -1.246 -0.383  0.036
4 C 0.500 1.043 -0.305  0.644
5 N -0.362 -0.004 1.561  -0.463
6 N -0.021 0.497 -1.443  -0.484
7 N 0.210 -0.886 -1.497  -0.178
8 O 0.672 2.190 -0.072  -0.526
9 S -3.091 -0.179 0.944  0.036
10 H 1.742 0.084 1.253  0.260
11 H 1.201 -2.168 -0.131  0.214
12 H -0.791 0.870 -1.951  0.418

---

Computed, not measured: the molecule C4H3NO in a non-equilibrium geometry, with the ωB97M-V functional and the def2-TZVPD basis.

Summary:
ΔE to the lowest compared entry with this formula, charge and spin ... 92.3 kcal per mole
Kohn-Sham gap (spin up / spin down) ... 8.743 / 8.308 eV
Strongest force on any atom ... 1.60 eV Å⁻¹
HOMO (spin up / spin down) ... -9.79 / -8.99 eV
E_LUMO (spin up / spin down) ... -0.0384 / -0.0251 hartree
Total charge ... 0

Last column: natural (NBO) charge in e.
Cartesian coordinates (Å):
1 O 1.055 1.731 0.715  -0.690
2 C -0.353 0.351 -0.576  -0.175
3 C -0.248 -1.046 -0.506  -0.092
4 C -0.128 -2.249 -0.466  -0.146
5 C -0.200 1.217 0.544  0.353
6 N -1.321 1.401 1.032  -0.220
7 H 1.544 1.079 1.232  0.494
8 H -0.285 0.830 -1.554  0.235
9 H -0.064 -3.314 -0.421  0.241

---

Computed, not measured: the molecule C4H3NO in a non-equilibrium geometry, with the ωB97M-V functional and the def2-TZVPD basis.

Summary:
ΔE to the lowest compared entry with this formula, charge and spin ... 47.5 kcal per mole
Kohn-Sham gap ... 9.100 eV
SMILES string ... O=C1C=CC=N1
Strongest force on any atom ... 8.28 eV Å⁻¹
HOMO ... -10.39 eV
E_LUMO ... -0.0473 hartree
Total charge ... 0

Last column: natural (NBO) charge in e.
Cartesian coordinates (Å):
1 C 0.750 -0.073 0.121  0.570
2 C -0.086 1.082 0.202  -0.221
3 C -1.344 0.751 -0.149  -0.267
4 C -1.161 -0.771 -0.155  0.140
5 H -0.060 2.354 0.408  0.255
6 H -2.185 1.328 -0.145  0.226
7 H -2.168 -1.359 -0.282  0.198
8 N -0.017 -1.292 0.251  -0.435
9 O 1.947 0.097 -0.231  -0.466

---

Computed, not measured: the molecule C4H3NO2, with the ωB97M-V functional and the def2-TZVPD basis.

Summary:
ΔE to the lowest compared entry with this formula, charge and spin ... 81.8 kcal per mole
Kohn-Sham gap ... 9.457 eV
SMILES string ... O=CC1=N[C@H]1C=O
Strongest force on any atom ... 0.71 eV Å⁻¹
HOMO ... -10.30 eV
E_LUMO ... -0.0309 hartree
Total charge ... 0

Last column: natural (NBO) charge in e.
Cartesian coordinates (Å):
1 O 2.052 -1.201 -1.123  -0.452
2 C 2.036 -0.261 -0.371  0.381
3 C 0.729 0.274 0.088  0.124
4 N 0.267 0.549 1.218  -0.183
5 O -2.133 1.598 0.346  -0.492
6 C -1.889 0.507 -0.105  0.404
7 C -0.623 -0.216 0.189  -0.262
8 H 2.926 0.120 0.157  0.152
9 H -2.642 -0.068 -0.681  0.120
10 H -0.724 -1.301 0.282  0.208